Arrangement P

Entry from the OMol25 dataset: C6H10N2 in the gas phase (ωB97M-V/def2-TZVPD).

Each line ends with the Löwdin charge.
Element x y z (Å)
1 C 1.129 -0.846 -2.385  0.08
2 C 0.917 -0.100 -1.299  -0.31
3 C -0.330 0.777 -1.217  -0.29
4 N -0.938 1.636 -1.741  0.13
5 C 1.325 -0.340 0.088  0.01
6 N -0.217 0.160 0.784  -0.26
7 C -0.450 1.330 1.620  -0.10
8 C -1.262 -0.856 0.846  -0.11
9 H 0.576 -0.644 -3.297  0.08
10 H 1.868 -1.641 -2.386  0.07
11 H 1.462 -1.384 0.369  0.11
12 H 2.062 0.378 0.451  0.11
13 H -1.442 1.760 1.447  0.09
14 H 0.312 2.090 1.428  0.08
15 H -0.401 1.041 2.673  0.07
16 H -2.245 -0.416 0.640  0.09
17 H -1.312 -1.289 1.848  0.08
18 H -1.054 -1.656 0.131  0.09

## Properties
Gap between HOMO and LUMO = 8.76 eV
HOMO energy = -8.140 eV

Arrangement Q

Entry from the OMol25 dataset: C6H10N2 in the gas phase (ωB97M-V/def2-TZVPD).

Each line ends with the Löwdin charge.
Element x y z (Å)
1 C 1.083 -1.193 -0.345  -0.19
2 C -0.276 -0.622 -0.099  -0.22
3 C -1.344 1.178 0.940  0.05
4 C 2.178 -1.073 0.728  -0.15
5 C -0.907 0.714 -0.213  -0.38
6 C -1.200 1.264 -1.587  -0.05
7 N 1.754 -0.438 1.722  -0.18
8 N 1.239 0.149 2.526  0.20
9 H 1.094 -2.346 -0.404  0.13
10 H 1.627 -0.902 -1.255  0.10
11 H -1.053 -1.323 -0.670  0.17
12 H -0.506 -0.929 0.911  0.08
13 H -1.936 2.010 0.996  0.04
14 H -1.027 0.654 1.818  0.04
15 H 3.223 -1.461 0.640  0.13
16 H -0.411 1.954 -1.962  0.09
17 H -2.178 1.819 -1.384  0.10
18 H -1.359 0.546 -2.362  0.06

## Properties
Gap between HOMO and LUMO = 8.81 eV
HOMO energy = -7.954 eV

Of them, the most stable is arrangement P and the least stable is arrangement Q.

Arrangement P

Entry from the OMol25 dataset: C6H10N2 in the gas phase (ωB97M-V/def2-TZVPD).

Each line ends with the Löwdin charge.
Element x y z (Å)
1 H 1.057 1.603 1.237  0.05
2 N 1.753 1.003 0.801  0.13
3 C 1.302 0.152 0.002  -0.36
4 C 2.191 -0.806 -0.718  -0.06
5 C -0.322 0.272 -0.855  -0.10
6 C -0.674 -0.834 -0.023  -0.29
7 C -0.835 -2.058 0.466  0.05
8 N -1.369 0.411 0.081  -0.06
9 C -1.961 1.667 0.457  -0.07
10 H 3.235 -0.544 -0.553  0.08
11 H 2.007 -1.812 -0.338  0.07
12 H 1.992 -0.809 -1.789  0.08
13 H -0.071 0.892 -1.705  0.14
14 H -1.689 -2.282 1.085  0.06
15 H -0.185 -2.861 0.158  0.05
16 H -1.614 2.477 -0.198  0.09
17 H -1.770 1.925 1.499  0.07
18 H -3.048 1.605 0.394  0.07

## Properties
Gap between HOMO and LUMO = 8.41 eV
HOMO energy = -7.596 eV

Arrangement Q

Entry from the OMol25 dataset: C6H10N2 in the gas phase (ωB97M-V/def2-TZVPD).

Each line ends with the Löwdin charge.
Element x y z (Å)
1 C 0.802 -1.132 -1.237  -0.02
2 C -1.083 -0.957 1.149  -0.08
3 C 0.736 0.310 -0.690  -0.54
4 C -0.553 0.345 0.583  -0.37
5 C 1.758 0.487 0.451  -0.15
6 C -1.398 1.404 0.493  0.05
7 N 1.019 0.591 1.447  0.18
8 N 0.768 1.330 -1.542  0.16
9 H -0.169 1.706 -1.709  0.05
10 H 2.843 0.498 0.384  0.12
11 H 0.881 -1.875 -0.445  0.08
12 H -0.095 -1.317 -1.828  0.09
13 H 1.676 -1.204 -1.883  0.08
14 H -1.861 -0.765 1.890  0.08
15 H -1.527 -1.567 0.359  0.08
16 H -0.308 -1.553 1.631  0.07
17 H -1.107 2.324 0.003  0.06
18 H -2.383 1.375 0.944  0.07

## Properties
Gap between HOMO and LUMO (spin up / spin down) = 8.09 / 7.18 eV
HOMO energy (spin up / spin down) = -8.807 / -8.036 eV

Of them, the most stable is arrangement Q and the least stable is arrangement P.